# 1
15
Properties=species:S:1:pos:R:3:mulliken_charge:R:1 method="wB97M-V/def2-TZVPD" orbital_gap_ha=0.2122 energy_ha=-892.6728 homo_energy_ev=-2.39 total_charge=-1 relative_energy_kj_mol=89.5 spin_multiplicity=1
C -0.37079 1.75274 -0.48157 -0.405
C -0.51388 1.82960 0.84058 -0.217
C 3.25138 0.05306 -0.03714 0.731
C 0.96808 -0.07521 0.00206 -0.058
C 0.53200 -1.51863 -0.15377 -0.421
O 3.58928 -0.96536 0.45275 -0.499
O 3.48341 1.09462 -0.53811 -0.481
O 0.35928 0.76227 -0.99767 -0.332
O -0.81252 -1.82156 0.22137 -0.509
S 0.39642 0.56270 1.66510 -0.340
H -0.80186 2.42772 -1.20688 0.338
H -1.06833 2.54499 1.41144 0.362
H 1.22170 -2.13473 0.44459 0.236
H 0.63036 -1.80272 -1.20506 0.300
H -0.96377 -1.29485 1.02443 0.294

# 2
84
Properties=species:S:1:pos:R:3:mulliken_charge:R:1 method="wB97M-V/def2-TZVPD" orbital_gap_ha=0.2814 energy_ha=-2724.0444 homo_energy_ev=-8.04 total_charge=0 spin_multiplicity=1 smiles="O=C(O)CCc1ccc2c(c1)Sc1ccc(N=C=S)cc1N2.c1cc[nH]c1.c1cc[nH]c1.c1cc[nH]c1.c1cc[nH]c1.c1cc[nH]c1"
O -3.42623 -7.19372 -0.48417 -0.531
C -3.70951 -6.01463 -0.48307 0.584
O -4.29854 -5.51132 -1.64462 -0.501
C -3.50594 -5.04464 0.71951 -0.852
C -2.15585 -5.41600 1.45655 -0.073
C -1.59008 -4.16686 2.21845 0.359
C -0.17165 -4.12845 2.55798 -0.832
C 0.41450 -2.99752 3.28174 -0.626
C -0.39058 -1.84666 3.67219 0.420
C -1.82247 -1.91480 3.31898 0.330
C -2.42835 -3.02567 2.61602 -0.448
S -2.80086 -0.44555 3.81031 -0.333
C -1.57547 0.88400 3.51462 0.620
C -2.01135 2.16278 2.98086 -0.981
C -0.99796 3.18186 2.75399 0.145
C 0.41722 2.94982 3.07314 0.358
N 1.31848 4.06661 2.83146 -0.278
C 2.47791 3.65728 2.65603 0.279
S 4.06141 3.47287 2.86827 -0.246
C 0.78923 1.64553 3.59802 -0.496
C -0.17313 0.55487 3.82788 -0.058
N 0.22547 -0.72692 4.35565 -0.321
H -4.69829 -4.64196 -1.44411 0.337
H -3.42844 -4.00337 0.30946 0.479
H -4.37294 -5.05946 1.43775 0.308
H -1.38165 -5.70141 0.69111 0.100
H -2.30287 -6.21627 2.22622 0.285
H 0.43969 -5.00525 2.22303 0.343
H 1.50734 -3.05520 3.51240 0.247
H -3.51649 -2.99079 2.36085 0.296
H -3.08118 2.36666 2.75952 0.348
H -1.32771 4.15403 2.32450 0.184
H 1.85778 1.42481 3.84303 0.161
H 1.22648 -0.80228 4.13221 0.297
C 0.15306 -6.77733 -1.98605 0.045
C 1.41952 -7.39924 -2.13814 -0.588
C 2.30295 -6.43747 -2.55330 -0.582
N 1.61987 -5.25657 -2.66138 0.021
C 0.31144 -5.45322 -2.31181 -0.719
H -0.76982 -7.24169 -1.67230 0.452
H 1.65509 -8.43761 -1.96151 0.417
H 3.35536 -6.49059 -2.78116 0.370
H 2.01770 -4.38042 -2.95121 0.179
H -0.39289 -4.63659 -2.32660 0.395
C -0.49994 7.55597 1.64204 -0.423
C 0.75940 6.92100 1.47868 0.573
C 1.64953 7.88009 1.06816 -1.089
N 0.97468 9.07005 0.97286 0.040
C -0.33448 8.88116 1.32597 -0.720
H -1.42295 7.09401 1.95698 0.411
H 0.98632 5.87793 1.64414 0.206
H 2.70112 7.82043 0.83496 0.470
H 1.37948 9.94666 0.68848 0.263
H -1.03273 9.70275 1.32056 0.408
C 4.13462 10.70715 -3.01078 -0.399
C 3.24668 11.69814 -2.51979 -0.616
C 2.26995 11.05328 -1.80587 -0.304
N 2.53202 9.70930 -1.85066 0.100
C 3.66962 9.49143 -2.57895 -0.521
H 5.01572 10.86737 -3.61186 0.397
H 3.31638 12.76369 -2.67235 0.396
H 1.41247 11.43293 -1.27233 0.384
H 1.97460 8.99309 -1.41512 0.193
H 4.04779 8.49280 -2.72757 0.374
C 0.85959 -12.53454 -2.11058 -0.322
C 0.29773 -12.12173 -3.34607 -0.405
C -0.64647 -11.16761 -3.06668 -0.459
N -0.67997 -10.99144 -1.71003 0.052
C 0.23893 -11.81725 -1.12046 -0.567
H 1.63234 -13.27290 -1.96430 0.407
H 0.55707 -12.48296 -4.32886 0.396
H -1.29654 -10.60096 -3.71366 0.372
H -1.28531 -10.35327 -1.22206 0.173
H 0.36989 -11.82367 -0.05032 0.361
C -1.01301 4.32155 -3.15411 -0.478
C -0.92279 3.75689 -1.85534 -0.674
C -0.67789 4.78457 -0.98118 -0.152
N -0.61257 5.94517 -1.69951 0.156
C -0.82066 5.67384 -3.02488 -0.535
H -1.19904 3.79656 -4.07797 0.393
H -1.02621 2.71577 -1.59177 0.426
H -0.54397 4.79018 0.08797 0.270
H -0.43903 6.85735 -1.31108 0.175
H -0.81262 6.46356 -3.75898 0.377

# 3
23
Properties=species:S:1:pos:R:3:mulliken_charge:R:1 method="wB97M-V/def2-TZVPD" orbital_gap_ha="0.2453 / 0.2517" energy_ha=-3123.3041 homo_energy_ev="-16.59 / -16.66" total_charge=+2 spin_multiplicity=1
C -1.63233 -1.39061 1.56705 -0.210
C 2.12667 1.13992 -0.20296 0.606
C -0.31751 0.63079 0.49610 -0.343
C 0.82608 -0.73761 -1.05879 0.317
C 3.11063 2.11872 -0.09405 -0.243
C -0.89365 -1.73341 0.36138 -0.451
C -1.14463 0.94019 1.58242 -0.634
C -1.41910 0.17434 -1.21223 -1.024
N -1.81970 -0.28361 2.07777 -0.434
N 1.95283 0.02813 -0.89188 -0.094
N -0.35707 -0.49267 -0.30231 0.557
O 4.08828 1.45675 -0.29818 -0.294
Br 0.84744 -2.19603 -2.34224 0.056
H -2.24239 -2.11761 2.09022 0.466
H 2.97680 3.27888 0.14265 0.313
H -0.06120 -2.39069 0.54029 0.525
H -1.51667 -2.28312 -0.34510 0.438
H -0.42615 1.13328 2.35954 0.402
H -1.72859 1.92580 1.51473 0.361
H -2.40020 0.19678 -0.87486 0.491
H -1.21128 1.17197 -1.44480 0.499
H -1.47373 -0.28992 -2.21052 0.367
H 2.71548 -0.28026 -1.45425 0.329

# 4
69
Properties=species:S:1:pos:R:3:mulliken_charge:R:1 method="wB97M-V/def2-TZVPD" orbital_gap_ha=0.2474 energy_ha=-2761.6827 homo_energy_ev=-13.96 total_charge=+2 spin_multiplicity=1
Au -0.19326 -0.47842 0.19100 1.154
C 3.27752 -3.94698 0.28189 -1.583
C 2.54940 -2.69309 -0.19440 1.456
C 3.11982 -2.16822 -1.50646 -1.417
C 2.56396 -1.64329 0.92384 -0.291
C 3.95609 -1.11929 1.29084 -0.722
O 3.87976 0.30836 1.03913 -0.430
C 2.68938 0.59859 0.56919 0.970
N 1.85899 -0.39423 0.50575 -0.264
C 2.53997 1.98615 0.08520 0.835
C 3.70922 2.74402 0.01963 -0.746
C 3.69254 4.03547 -0.48142 -0.832
C 2.50600 4.58759 -0.92892 -0.781
C 1.33707 3.84436 -0.87164 -1.375
C 1.33509 2.54850 -0.36299 0.667
P -0.29661 1.79401 -0.25444 0.435
C -1.23856 2.24347 -1.70223 0.976
C -1.06575 1.49004 -2.86478 -0.491
C -1.70729 1.87124 -4.02863 -0.740
C -2.52266 2.99683 -4.03431 -0.604
C -2.69747 3.74682 -2.87934 -0.859
C -2.05567 3.37540 -1.70843 -0.310
C -1.04787 2.38996 1.27065 0.892
C -2.43222 2.42232 1.44121 -0.307
C -2.96536 2.78236 2.66642 -0.876
C -2.12660 3.09111 3.73053 -0.592
C -0.74879 3.05730 3.56676 -0.873
C -0.20744 2.71226 2.33889 -0.429
H 3.17658 -4.74728 -0.45033 0.427
H 2.88272 -4.30741 1.23300 0.436
H 4.34728 -3.76756 0.40771 0.355
H 1.49548 -2.94915 -0.35109 -0.629
H 4.17274 -1.89334 -1.41365 0.324
H 2.57431 -1.29820 -1.87702 0.245
H 3.06558 -2.94011 -2.27324 0.476
H 2.05452 -2.04415 1.79690 0.683
H 4.74799 -1.50668 0.65388 0.382
H 4.22460 -1.25492 2.33469 0.282
H 4.64000 2.31332 0.35523 0.582
H 4.61169 4.60264 -0.52564 0.441
H 2.48243 5.59409 -1.32333 0.483
H 0.41623 4.28735 -1.22834 0.458
H -0.43584 0.60736 -2.85969 0.339
H -1.57516 1.29145 -4.93162 0.453
H -3.02511 3.29072 -4.94589 0.432
H -3.33075 4.62308 -2.89026 0.466
H -2.18431 3.96852 -0.81199 0.545
H -3.09576 2.17056 0.62365 0.460
H -4.03832 2.82437 2.79415 0.457
H -2.54961 3.36731 4.68664 0.445
H -0.09584 3.30791 4.39109 0.482
H 0.86884 2.70415 2.21811 0.352
C -3.31507 -5.77706 0.00787 -1.245
C -3.46887 -4.31185 0.13070 0.908
N -4.46356 -3.68881 0.68650 -0.789
N -4.14886 -2.37672 0.58845 0.391
C -3.00052 -2.16298 -0.03113 0.103
S -2.41447 -0.58811 -0.44161 -0.188
N -2.54957 -3.39523 -0.34620 0.575
N -1.31923 -3.62750 -0.95324 -0.826
H -4.18900 -6.25558 0.44106 0.355
H -2.42497 -6.11564 0.53931 0.323
H -3.23202 -6.07642 -1.03728 0.343
H -4.76910 -1.68100 0.97631 0.180
H -1.40492 -4.32338 -1.68503 0.271
H -0.68213 -3.93213 -0.22148 0.201
S -0.86480 -1.76796 3.93932 -0.282
C -0.56501 -2.05333 2.42506 0.181
N -0.32745 -2.29298 1.26544 -0.745

# 5
12
Properties=species:S:1:pos:R:3:mulliken_charge:R:1 method="wB97M-V/def2-TZVPD" orbital_gap_ha="0.3116 / 0.2858" energy_ha=-1026.9240 homo_energy_ev="-17.93 / -18.12" total_charge=+2 relative_energy_kj_mol=276.8 spin_multiplicity=2
O 1.11297 0.77097 -0.05390 -0.463
C 1.27518 -0.44071 0.37835 0.136
C 0.52376 -0.84000 1.54549 -0.893
H -0.13671 -0.82048 -1.28965 0.182
H 2.33345 -0.75343 0.37872 0.372
H -0.11745 -0.11148 2.04763 0.562
H 0.54421 -1.88848 1.84765 0.336
Li 0.11158 2.32952 -0.62340 0.924
O -0.33831 1.29043 -2.27826 -0.553
C -0.73545 0.32271 -1.62357 0.349
O -1.67272 0.56019 -0.77030 -0.629
Ca -2.90051 -0.41926 0.44123 1.676

# 6
20
Properties=species:S:1:pos:R:3:mulliken_charge:R:1 method="wB97M-V/def2-TZVPD" orbital_gap_ha="0.2736 / 0.2737" energy_ha=-852.1872 homo_energy_ev="-7.94 / -8.25" total_charge=0 relative_energy_kj_mol=340.8 spin_multiplicity=1
C 0.59622 -1.60474 1.65810 -0.642
C 0.63588 -0.42010 0.80524 0.266
C -0.49308 -0.10524 0.09397 0.067
C 1.84550 1.58626 -0.17130 -0.451
C 1.22188 1.72561 -1.33151 -0.218
C 1.88804 0.40589 0.78394 0.620
C 0.24802 0.81931 -2.00694 -0.751
N -0.47179 -2.30174 1.74110 -0.236
N -1.44578 -2.14262 0.95297 -0.236
N -0.81504 0.62279 -0.93867 -0.199
O 2.76294 0.22893 1.60095 -0.587
P -2.99658 -1.44177 1.49750 0.032
H 1.34574 -1.72750 2.30769 0.622
H 2.45779 2.46964 0.05200 0.318
H 1.47860 2.64799 -1.78389 0.341
H -0.22985 1.31620 -2.80818 0.420
H 0.75302 -0.15039 -2.21811 0.280
H -1.81211 0.84865 -1.24634 0.298
H -3.83459 -2.27317 0.55761 0.066
H -3.13483 -0.50398 0.45386 -0.012